i:
# C3H8NO2

A gas-phase ion, C3H8NO2 (charge -1) (wB97M-V/def2-TZVPD, OMol25).

As for the lowest unoccupied orbital energy: 3.575 eV. As for the SMILES: [O-]CNCCO. The calculation puts the HOMO energy at -2.49 eV. Its charge is -1.

Positions of all 14 atoms, in Å:
O (1.9441, 2.2577, -0.5707)
O (-2.2517, -2.2259, 0.2672)
N (-0.1690, -0.6959, 0.6179)
C (0.8036, 1.3073, -0.6935)
C (-1.6855, -1.0444, 0.0448)
C (1.0141, 0.2140, 0.4356)
H (2.6594, 1.6234, -0.1931)
H (0.9477, 0.7366, -1.6712)
H (-1.4069, -0.8968, -1.0378)
H (-0.1943, 1.7812, -0.7586)
H (1.8769, -0.3007, 0.1132)
H (-2.3429, -0.2080, 0.4951)
H (0.0327, -1.6644, 1.0273)
H (1.2781, 0.6840, 1.4058)

ii:
# C3H8NO2

A molecular structure, C3H8NO2 (wB97M-V/def2-TZVPD, OMol25).

As for the lowest unoccupied orbital energy: 4.552 eV. The calculation puts the HOMO energy at -3.27 eV. Its charge is -1.

Positions of all 14 atoms, in Å:
O (0.2174, 0.4753, 0.8488)
O (-1.2663, -1.3852, 0.0664)
N (1.3445, 0.5853, -1.5709)
C (-0.4378, 0.2641, 2.0635)
C (0.5253, -0.6194, -1.4316)
C (-0.6795, -0.3591, -0.4420)
H (-1.4762, 0.6177, 2.0150)
H (-0.4736, -0.8082, 2.3532)
H (0.8748, 1.2679, -2.1307)
H (0.1912, -0.9785, -2.3874)
H (1.0839, -1.4217, -0.9294)
H (1.3912, 1.0062, -0.6496)
H (-1.2786, 0.5372, -0.6877)
H (-0.0164, 0.8183, 2.8824)

iii:
# C3H8NO2

A gas-phase ion, C3H8NO2 (charge -1) (wB97M-V/def2-TZVPD, OMol25).

As for the lowest unoccupied orbital energy: 3.891 eV. As for the SMILES: N[C@H](C[O-])CO. The calculation puts the HOMO energy at -2.55 eV. Its charge is -1.

Positions of all 14 atoms, in Å:
O (-0.0200, 2.2427, 1.1515)
O (-1.0368, -1.9192, 0.8927)
N (-0.0501, -0.2617, -1.5232)
C (-0.1031, -0.8235, 0.8703)
C (0.4566, 1.5066, 0.1757)
C (-0.3863, 0.2299, -0.1837)
H (1.5096, 1.0690, 0.2696)
H (0.2877, -1.2197, -1.4665)
H (-1.4370, 0.5174, -0.0670)
H (0.5250, 2.0179, -0.8394)
H (0.9336, -1.1767, 0.7257)
H (0.7506, 0.2709, -1.8576)
H (-1.3086, -2.0669, -0.0164)
H (-0.1213, -0.3867, 1.8683)

Which one is most stable, and which one is least stable? ii is the most stable of them, while i is the least stable.

i:
# CH2F3NP2

A molecular structure, CH2F3NP2 (wB97M-V/def2-TZVPD, OMol25).

As for the lowest unoccupied orbital energy: -0.130 eV. The calculation puts the HOMO energy at -9.63 eV. Its charge is 0.

Positions of all 9 atoms, in Å:
P (-0.3454, 0.9533, 0.1009)
P (2.0827, -0.5040, -0.3387)
F (2.4981, -1.0338, 1.1523)
F (0.9236, -1.6688, -0.6340)
F (-0.8596, 2.2491, 0.7836)
N (1.2103, 0.8003, 0.1477)
C (-1.6150, -0.0292, -0.3093)
H (-2.7087, 0.2195, -0.3766)
H (-1.1859, -0.9863, -0.5259)

ii:
# CH2F3NP2

A molecular structure, CH2F3NP2 (wB97M-V/def2-TZVPD, OMol25).

As for the lowest unoccupied orbital energy (alpha / beta): -2.010 / -2.009 eV. The calculation puts the HOMO energy (alpha / beta) at -8.47 / -8.47 eV. Its charge is 0.

Positions of all 9 atoms, in Å:
P (-0.0669, -0.2375, 2.5238)
P (-0.3134, 0.7859, -0.3270)
F (-0.3375, 2.3908, -0.4797)
F (-0.1818, -1.7610, 1.9196)
F (-1.8773, 0.6404, -0.6431)
N (-0.4046, 0.7113, 1.2983)
C (0.8430, -0.7893, -1.7079)
H (0.6311, -1.6199, -0.9581)
H (1.7073, -0.1206, -1.6259)

Which one is most stable, and which one is least stable? i is the most stable of them, while ii is the least stable.